(1)
The following is a DFT calculation (ωB97M-V/def2-TZVPD) of a 2-piece molecular cluster, C39H38F5N6O overall at a distorted geometry.

XYZ file:
```
89
C39H38F5N6O (ωB97M-V/def2-TZVPD)
C -2.80558 0.05955 6.18445
N -2.02182 -0.74098 5.26370
C -2.61053 -1.70460 4.48953
O -3.79025 -2.04721 4.52810
C -1.50743 -2.30036 3.59148
C -1.73025 -2.02036 2.11243
C -3.03966 -2.58386 1.65230
C -4.14333 -1.76434 1.40176
F -4.01906 -0.41971 1.56189
C -5.39163 -2.28243 1.06461
F -6.43811 -1.46031 0.85379
C -5.54370 -3.66444 0.92841
F -6.73238 -4.17785 0.56369
C -4.45191 -4.50882 1.14330
F -4.58538 -5.83888 0.97366
C -3.22544 -3.96072 1.51351
F -2.19088 -4.80670 1.79081
N -0.29932 -1.64297 4.11235
C 0.86083 -1.88721 3.45557
C 2.06544 -1.29690 3.82942
C 3.31883 -1.53709 3.26324
C 4.51975 -1.19056 3.99525
C 5.76379 -1.85139 3.77091
C 6.91772 -1.54835 4.49504
C 6.86807 -0.59371 5.52461
C 5.64921 0.08645 5.76872
C 4.52997 -0.16252 4.97810
C -0.55993 -0.60820 5.13641
C -0.22359 0.83400 4.67611
C 0.09861 -0.89288 6.51147
H -3.86804 -0.14225 6.00535
H -2.54673 -0.19997 7.22210
H -2.59740 1.12560 6.01799
H -1.47252 -3.40679 3.73718
H -1.71575 -0.93466 1.95336
H -0.89552 -2.46259 1.55371
H 0.78922 -2.62126 2.65630
H 1.94741 -0.54107 4.58788
H 3.37643 -2.06631 2.31099
H 5.79111 -2.60293 2.99863
H 7.87528 -2.03695 4.25810
H 7.78830 -0.34868 6.09148
H 5.62235 0.82569 6.58150
H 3.63171 0.45797 5.10626
H -0.78776 1.07350 3.76141
H -0.49201 1.54880 5.46903
H 0.84396 0.95485 4.46718
H -0.36015 -1.78417 6.96733
H 1.17560 -1.06129 6.40000
H -0.05015 -0.04185 7.19711
N 7.19516 -1.93641 1.37126
N 7.09028 -2.72356 0.55171
N 7.23746 -3.61895 -0.29955
C 6.14234 -3.85491 -1.22710
C 6.76463 -4.75285 -2.32181
C 5.98046 -5.62194 -3.07938
C 6.58033 -6.50052 -3.99721
C 7.96909 -6.52324 -4.15380
C 8.75370 -5.60672 -3.44066
C 8.14683 -4.71961 -2.54276
C 4.97976 -4.47606 -0.46821
C 5.21853 -5.25993 0.66109
C 4.12848 -5.69462 1.43530
C 2.82004 -5.41393 1.02685
C 2.58814 -4.73748 -0.17474
C 3.67692 -4.33006 -0.95611
C 5.63418 -2.51493 -1.77310
C 6.79301 -1.71281 -2.40478
C 6.32937 -0.27036 -2.22541
C 5.22126 -0.26844 -1.15157
N 5.02462 -1.66391 -0.81361
H 4.89639 -5.62585 -2.95139
H 5.95479 -7.19043 -4.57081
H 8.44310 -7.23181 -4.83721
H 9.83903 -5.58605 -3.55939
H 8.76565 -4.01216 -1.98088
H 6.24931 -5.52249 0.92379
H 4.31471 -6.27184 2.34523
H 1.96985 -5.72367 1.64006
H 1.57313 -4.54112 -0.53663
H 3.49959 -3.87759 -1.94090
H 4.91420 -2.71766 -2.59490
H 7.73913 -1.94018 -1.88395
H 6.84884 -2.03545 -3.45602
H 7.14188 0.43829 -2.01673
H 5.83248 -0.04537 -3.17632
H 5.54589 0.21701 -0.22338
H 4.32275 0.27941 -1.50644
H 4.15788 -1.91353 -0.36128
```

Calculated values
Spin multiplicity = 1
Energy = -2411.6990 Eh
Charge = +1
Molar mass = 701.76 g/mol

=====

(2)
The following is a DFT calculation (ωB97M-V/def2-TZVPD) of C28H47AlBClF9MgN2O19PS2 as an isolated structure at a distorted geometry.

XYZ file:
```
112
C28H47AlBClF9MgN2O19PS2 (ωB97M-V/def2-TZVPD)
C -5.31422 -0.24972 1.76111
C -3.81997 -0.26166 1.53742
O -3.48641 0.30460 0.25272
C -2.23054 -0.21612 -0.24400
C -0.98385 0.32350 0.47577
N -0.09090 -0.86498 0.82133
C 1.32464 -0.39104 1.03458
C 1.83305 0.12737 -0.28193
C 3.16086 0.85623 -0.07106
C 3.07095 2.01726 0.93356
C 4.39822 2.75881 0.99715
C 5.37578 2.05581 1.90412
O 5.45450 0.83596 1.98133
O 6.14954 2.89483 2.58682
C 6.88451 2.32643 3.67869
C 8.20881 1.73000 3.25566
P 2.16814 -1.28999 -1.52359
C 1.91155 -2.90555 -0.69884
C 3.93300 -1.25750 -1.95588
C 4.82418 -1.89205 -0.87559
O 0.93556 1.03749 -0.92424
C -0.18854 1.47120 -0.20467
C -0.96801 2.35250 -1.16682
C -2.09438 3.15606 -0.51658
C -3.35692 3.20418 -1.39629
O -1.61964 4.48442 -0.30992
H -5.84063 -0.64449 0.89355
H -5.53782 -0.83704 2.64928
H -5.66676 0.76921 1.91011
H -3.36773 0.37981 2.29811
H -3.40724 -1.25882 1.69084
H -2.17803 -0.11241 -1.34541
H -2.26876 -1.29814 -0.07996
H -1.32961 0.71968 1.42943
H -0.43484 -1.21826 1.71305
H -0.14559 -1.65124 0.15679
H 1.29220 0.33127 1.84818
H 1.97677 -1.19751 1.35270
H 3.49970 1.26842 -1.01708
H 3.86896 0.14028 0.33527
H 2.91030 1.62853 1.94275
H 2.24908 2.70335 0.72966
H 4.16016 3.83127 1.44865
H 4.83491 2.87379 0.00897
H 6.28925 1.62175 4.25532
H 7.08938 3.16569 4.34126
H 8.70694 2.36315 2.52600
H 8.04731 0.75800 2.79265
H 8.84521 1.56496 4.12244
H 1.04166 -3.36289 -1.16766
H 1.72006 -2.87342 0.37468
H 2.74586 -3.58024 -0.87066
H 4.25971 -0.27179 -2.26839
H 3.97568 -1.87667 -2.85253
H 5.70161 -1.25856 -0.70329
H 4.31419 -1.96435 0.09373
H 5.15503 -2.87834 -1.17853
H 0.13485 2.15618 0.58882
H -0.22952 3.07283 -1.51673
H -1.27167 1.78345 -2.04475
H -2.40329 2.73936 0.44835
H -4.26539 3.03440 -0.82020
H -3.42379 4.15151 -1.92930
H -3.34592 2.43830 -2.17548
H -2.39136 5.05398 -0.28129
O -0.73060 6.46767 -3.00973
H -0.69751 6.22724 -2.07793
H -0.79835 5.62901 -3.47355
O 2.53961 -2.32254 -4.68570
C 1.69777 -1.69191 -5.25115
O 0.47190 -2.19911 -5.49404
C -0.31222 -1.28146 -6.27082
C 0.32421 0.08335 -6.02465
C 1.79456 -0.28576 -5.81854
H -0.26010 -1.58270 -7.31872
H -1.34717 -1.34029 -5.94384
H 0.14886 0.78724 -6.82996
H -0.07699 0.51602 -5.10516
H 2.34679 -0.32572 -6.75861
H 2.30334 0.37302 -5.11866
B 0.14860 -5.29946 -4.03092
O 0.00095 -4.52899 -2.71755
C -0.96508 -3.68458 -2.82791
O -1.35012 -2.90432 -1.96377
C -1.57626 -3.80054 -4.24068
O -2.49864 -3.10892 -4.57969
O -0.93872 -4.71147 -4.90669
F -0.07930 -6.63542 -3.81298
F 1.38171 -5.07583 -4.57394
Mg -4.08926 -0.01662 -1.63773
C 2.10669 3.07582 -7.33371
O 3.03360 3.83865 -7.10612
O 1.02357 3.04569 -6.70021
O 2.09190 2.20447 -8.23338
C -4.97258 0.20024 6.85076
F -4.55978 1.14534 5.91419
F -3.93321 -0.15794 7.54773
F -5.84520 0.79835 7.64049
S -5.72541 -1.27786 5.98917
O -4.67942 -1.77351 5.14983
O -6.88413 -0.70973 5.19541
N -6.07656 -2.02094 7.26566
S -6.80709 -3.48054 7.14952
O -5.95627 -4.48802 6.61049
O -8.13929 -3.38807 6.64849
C -6.93923 -3.81061 8.95449
F -7.66222 -2.86678 9.54266
F -5.73426 -3.82902 9.50715
F -7.52039 -4.98054 9.12373
Al -6.48912 1.06696 4.66226
F 7.07280 -2.31236 -1.59085
Cl 4.36688 5.55941 0.93501
```

Calculated values
Spin multiplicity = 1
Energy = -5597.8929 Eh
Charge = 0
Molar mass = 1079.32 g/mol

=====

(3)
The following is a DFT calculation (ωB97M-V/def2-TZVPD) of C32H40N4PV as an isolated structure at a distorted geometry.

XYZ file:
```
78
C32H40N4PV (ωB97M-V/def2-TZVPD)
V -0.32798 0.62852 -0.94665
N 0.06351 3.76281 -0.28478
C -1.21968 3.33327 -0.09349
C -2.15068 4.15031 0.54828
C -3.46828 3.74174 0.71669
C -3.80582 2.44711 0.31959
C -2.85642 1.62562 -0.27177
N -1.62606 2.07684 -0.49881
C 1.08785 3.24690 -1.10283
C 2.20276 4.06400 -1.41039
C 3.12854 3.66026 -2.36041
C 2.93180 2.39388 -3.00208
C 1.88970 1.63235 -2.59650
N 1.05278 1.97101 -1.58010
H 0.18390 4.76965 -0.00139
H -1.74324 5.08011 0.88250
H -4.22265 4.36248 1.25940
H -4.78137 1.97640 0.50460
H -3.06494 0.58051 -0.49770
H 2.33669 4.94185 -0.77593
H 3.96718 4.36804 -2.55152
H 3.63078 1.98881 -3.74791
H 1.60482 0.72105 -3.08311
C 2.28677 -2.00509 -2.83023
C 0.77057 -2.00120 -3.20345
C 0.44283 -3.28100 -3.99157
P -0.40146 -1.49542 -1.86152
C -1.95358 -2.45017 -2.26207
C -2.95698 -2.49892 -1.07306
C -2.62767 -2.06805 -3.54766
C 0.09803 -2.26429 -0.30263
C 0.30474 -3.64848 -0.22889
C 0.59900 -4.25704 1.00688
C 0.68099 -5.72852 1.02935
C 1.06964 -3.46770 2.08227
C 0.99913 -2.07128 1.98017
C 0.47745 -1.42750 0.83636
N 0.23940 -0.07326 0.77553
C 0.40646 0.68782 1.99811
C -0.60719 0.71604 2.97062
C -1.85448 -0.14756 2.81350
C -0.57916 1.70002 4.01246
C 0.47699 2.52900 4.25014
C 0.67047 3.48965 5.40740
C 1.42862 2.50292 3.23447
C 1.48622 1.57897 2.17941
C 2.81452 1.55195 1.49086
H 2.87266 -2.14301 -3.72554
H 2.50005 -2.83067 -2.08240
H 2.56401 -1.07232 -2.28129
H 0.57403 -1.18382 -3.91605
H 0.83270 -4.13388 -3.46321
H 0.88510 -3.28095 -5.01084
H -0.64434 -3.51258 -4.10345
H -1.64192 -3.49229 -2.41726
H -3.67069 -1.62512 -1.09488
H -2.39209 -2.73629 -0.13194
H -3.64222 -3.31577 -1.23400
H -2.95113 -1.01574 -3.58892
H -3.50961 -2.69295 -3.68662
H -1.97758 -2.31188 -4.37799
H 0.18580 -4.29893 -1.06135
H 0.66566 -6.15450 2.04132
H 1.60310 -6.05331 0.51085
H -0.12297 -6.15301 0.38657
H 1.44164 -3.92166 2.98451
H 1.33058 -1.45957 2.81504
H -1.97710 -0.84878 3.61103
H -1.90444 -0.66106 1.86690
H -2.70097 0.54310 2.85076
H -1.34332 1.74060 4.72932
H 0.43907 4.49460 5.12618
H 1.71788 3.61237 5.58630
H 0.05868 3.25701 6.30106
H 2.27754 3.14431 3.23954
H 2.99264 2.56449 1.14944
H 2.79899 0.88617 0.64187
H 3.65375 1.26102 2.14290
```

Calculated values
Spin multiplicity = 4
Relative energy (zero: lowest compared OMol25 entry of this formula, charge and spin) = 0.00 kcal per mole
Energy = -2747.5531 Eh
Charge = +1
Molar mass = 562.62 g/mol
Expectation value of S² = 3.7666

=====

(4)
The following is a DFT calculation (ωB97M-V/def2-TZVPD) of a 4-piece molecular cluster, C2H11NO2S2 overall at a distorted geometry.

XYZ file:
```
18
C2H11NO2S2 (ωB97M-V/def2-TZVPD)
N -0.32454 -0.58978 -2.05392
C -0.66665 0.59375 -1.39357
C 0.70300 1.15695 -0.70185
S 0.32865 2.73686 -0.20242
S -0.37298 -2.66735 0.32017
H -0.84737 -0.78973 -2.89103
H -0.29814 -1.40956 -1.41494
H -1.33008 0.33630 -0.58376
H -1.14769 1.32501 -2.01720
H 1.52896 1.03143 -1.40055
H 0.86728 0.44033 0.11026
H 0.43501 -3.63892 -0.10985
H 1.30671 -0.78240 2.63185
H 1.05469 -1.29528 1.21501
O 1.74068 -0.88845 1.77694
H -0.59878 1.72555 1.58460
H -1.27071 1.59676 2.97268
O -1.10802 1.11854 2.15758
```

Calculated values
Spin multiplicity = 1
Relative energy (zero: lowest compared OMol25 entry of this formula, charge and spin) = 117.48 kcal per mole
Energy = -1084.2175 Eh
Charge = 0
Molar mass = 145.25 g/mol

=====

(5)
The following is a DFT calculation (ωB97M-V/def2-TZVPD) of an isolated molecule of C3H7NO3 at a distorted geometry.

XYZ file:
```
14
C3H7NO3 (ωB97M-V/def2-TZVPD)
O 2.95055 -0.51515 -0.76917
C 1.97622 -0.20794 -0.14329
O 1.93883 -0.30158 1.23315
N 0.82489 0.31417 -0.60258
C -0.40325 0.57977 0.14293
C -1.55837 -0.16083 -0.47174
O -2.71335 -0.16856 0.34910
H 2.79973 -0.70701 1.42611
H 0.69195 0.31757 -1.58345
H -0.25275 0.43956 1.20583
H -0.61115 1.64953 -0.01382
H -1.27597 -1.21094 -0.62655
H -1.88708 0.22901 -1.42811
H -2.48024 -0.25761 1.28158
```

Calculated values
Spin multiplicity = 1
Relative energy (zero: lowest compared OMol25 entry of this formula, charge and spin) = 22.29 kcal per mole
Energy = -399.0021 Eh
Charge = 0
Molar mass = 105.09 g/mol
SMILES = O=C(O)NCCO